Record 1
Here is C27H48NORhSi as an isolated structure from the OMol25 dataset. Energies are from the ωB97M-V functional and the def2-TZVPD basis.

Positions of all 79 atoms, in Å:
Rh (0.864, 0.684, -0.192)
C (4.153, 1.741, -0.299)
C (3.039, 1.430, -1.258)
C (2.977, 0.196, -1.917)
C (2.060, -0.025, -2.961)
C (2.160, -1.249, -3.822)
C (1.125, 0.969, -3.259)
C (1.111, 2.173, -2.569)
C (0.117, 3.248, -2.897)
C (2.055, 2.383, -1.549)
H (4.502, 0.844, 0.218)
H (3.859, 2.498, 0.427)
H (5.006, 2.137, -0.852)
H (3.733, -0.555, -1.708)
H (2.282, -2.166, -3.245)
H (3.045, -1.161, -4.458)
H (1.293, -1.353, -4.472)
H (0.416, 0.804, -4.062)
H (-0.075, 3.889, -2.037)
H (-0.825, 2.828, -3.251)
H (0.508, 3.883, -3.695)
H (2.063, 3.334, -1.029)
O (2.093, 1.069, 1.997)
H (3.053, 1.075, 2.099)
H (1.742, 1.378, 2.842)
C (0.932, -3.991, 1.453)
C (1.456, -2.821, 0.690)
C (1.687, -3.029, -0.774)
C (2.533, -2.015, 1.351)
Si (-0.454, -1.124, 0.573)
C (-1.655, -1.867, -0.737)
C (-1.198, -1.469, -2.145)
C (-1.837, -3.393, -0.672)
C (-3.070, -1.274, -0.526)
C (-1.163, -1.183, 2.346)
C (-2.039, 0.093, 2.435)
C (-2.058, -2.395, 2.644)
C (-0.115, -1.074, 3.462)
H (1.706, -4.773, 1.387)
H (0.029, -4.420, 1.023)
H (0.783, -3.788, 2.509)
H (2.642, -3.567, -0.872)
H (1.808, -2.080, -1.295)
H (0.929, -3.629, -1.270)
H (3.422, -2.659, 1.419)
H (2.283, -1.684, 2.356)
H (2.801, -1.155, 0.743)
H (-0.211, -1.859, -2.399)
H (-1.169, -0.384, -2.270)
H (-1.907, -1.864, -2.879)
H (-0.943, -3.952, -0.942)
H (-2.611, -3.672, -1.393)
H (-2.173, -3.730, 0.308)
H (-3.116, -0.186, -0.571)
H (-3.525, -1.590, 0.411)
H (-3.705, -1.649, -1.334)
H (-2.808, 0.147, 1.659)
H (-1.443, 1.007, 2.402)
H (-2.555, 0.074, 3.400)
H (-2.929, -2.453, 1.992)
H (-2.432, -2.294, 3.667)
H (-1.527, -3.344, 2.587)
H (0.553, -0.222, 3.317)
H (0.496, -1.969, 3.569)
H (-0.635, -0.930, 4.413)
C (-3.404, 5.183, 1.110)
C (-2.430, 4.086, 0.820)
C (-1.193, 4.015, 1.465)
C (-0.314, 2.997, 1.173)
N (-0.596, 2.029, 0.282)
C (-1.763, 2.111, -0.372)
C (-2.689, 3.102, -0.130)
H (-3.365, 5.478, 2.157)
H (-4.421, 4.889, 0.860)
H (-3.155, 6.064, 0.512)
H (-0.909, 4.759, 2.199)
H (0.655, 2.944, 1.647)
H (-1.940, 1.357, -1.124)
H (-3.617, 3.100, -0.689)

Atoms 1-6, force components in eV/Å:
Rh 0.0548 0.3544 -0.6364
C 0.0717 -0.0331 -0.0374
C -0.0521 0.0596 0.3369
C -0.1146 -0.0643 0.0351
C -0.1197 0.0383 -0.2671
C 0.0458 -0.0454 -0.0229

The LUMO energy (alpha / beta) comes out at -8.26 / -8.23 eV. The value obtained for the HOMO-LUMO gap (alpha / beta) is 0.1863 / 0.1812 Eh. The spin multiplicity is 1. The HOMO energy (alpha / beta) is -13.3 / -13.2 eV. Its charge is +2.

Here are the Mulliken charges for atoms 1 to 2, given in e: -0.33, -2.04

---

Record 2
Here is C27H49AsN4O9S2SiY as an isolated structure from the OMol25 dataset. Energies are from the ωB97M-V functional and the def2-TZVPD basis.

Positions of all 94 atoms, in Å:
Y (0.288, -1.052, -0.272)
C (0.816, -2.205, 4.279)
C (0.201, -2.281, 2.905)
C (-1.216, -2.838, 2.951)
O (0.219, -0.956, 2.291)
C (1.056, -3.115, 1.942)
O (1.962, -3.802, 2.365)
O (0.715, -2.953, 0.687)
H (0.192, -1.589, 4.935)
H (1.817, -1.774, 4.223)
H (0.904, -3.205, 4.705)
H (-1.807, -2.326, 3.716)
H (-1.181, -3.902, 3.202)
H (-1.714, -2.715, 1.994)
H (-0.469, -0.412, 2.686)
C (1.327, 3.012, -0.382)
C (0.891, 2.449, 0.964)
C (2.063, 1.786, 1.660)
C (0.318, 3.550, 1.845)
O (-0.101, 1.394, 0.765)
Si (-1.747, 1.551, 0.443)
S (-2.314, -0.416, 0.177)
O (-1.816, 2.528, -0.857)
C (-2.834, 3.361, -1.432)
C (-2.944, 4.654, -0.635)
C (-4.159, 2.607, -1.437)
C (-2.371, 3.650, -2.849)
O (-2.506, 2.334, 1.669)
C (-3.286, 1.953, 2.809)
C (-4.698, 1.588, 2.369)
C (-3.308, 3.174, 3.713)
C (-2.631, 0.780, 3.531)
H (2.067, 3.800, -0.225)
H (0.477, 3.422, -0.932)
H (1.778, 2.230, -0.994)
H (2.836, 2.527, 1.879)
H (2.504, 1.026, 1.017)
H (1.747, 1.311, 2.593)
H (1.095, 4.294, 2.034)
H (-0.020, 3.144, 2.803)
H (-0.531, 4.046, 1.366)
H (-3.217, 4.446, 0.401)
H (-3.700, 5.306, -1.080)
H (-1.984, 5.180, -0.646)
H (-4.480, 2.374, -0.415)
H (-4.053, 1.666, -1.983)
H (-4.935, 3.209, -1.916)
H (-1.396, 4.142, -2.839)
H (-3.089, 4.299, -3.359)
H (-2.275, 2.721, -3.415)
H (-5.183, 2.453, 1.907)
H (-5.294, 1.277, 3.232)
H (-4.670, 0.770, 1.647)
H (-3.699, 4.033, 3.165)
H (-2.297, 3.413, 4.055)
H (-3.942, 2.995, 4.586)
H (-2.687, -0.115, 2.904)
H (-3.148, 0.575, 4.471)
H (-1.584, 1.017, 3.760)
N (-0.950, -2.744, -1.639)
C (0.052, -3.360, -2.482)
C (0.705, -4.504, -2.042)
C (1.761, -5.016, -2.775)
C (2.179, -4.376, -3.938)
C (1.485, -3.266, -4.404)
C (0.418, -2.755, -3.676)
S (3.726, -4.872, -4.697)
O (4.705, -4.195, -3.853)
O (3.742, -6.318, -4.581)
O (3.648, -4.361, -6.053)
H (-1.360, -3.421, -1.011)
H (-1.688, -2.299, -2.164)
H (0.422, -4.950, -1.094)
H (2.306, -5.890, -2.438)
H (1.815, -2.796, -5.323)
H (-0.104, -1.866, -4.011)
N (0.575, 0.118, -2.092)
C (0.543, 0.872, -3.003)
N (0.571, 1.768, -3.868)
C (0.254, 1.927, -5.136)
N (-0.011, 2.144, -6.244)
C (3.763, -3.066, -0.889)
As (3.144, -1.360, -0.208)
C (4.343, -0.199, -1.209)
C (4.029, -1.362, 1.536)
H (4.841, -3.117, -0.758)
H (3.535, -3.172, -1.948)
H (3.278, -3.858, -0.323)
H (5.360, -0.345, -0.855)
H (4.063, 0.849, -1.110)
H (4.286, -0.482, -2.260)
H (5.023, -0.941, 1.426)
H (4.085, -2.391, 1.880)
H (3.464, -0.783, 2.266)

Atoms 1-6, force components in eV/Å:
Y -1.3504 -0.0466 1.2886
C 0.1058 0.0638 0.1655
C -0.0807 0.2635 -0.0673
C -0.0231 -0.0350 0.1353
O 0.2388 -0.5170 -0.0794
C 0.0429 0.1181 -0.5305

The LUMO energy comes out at 1.80 eV. The value obtained for the HOMO-LUMO gap is 0.2733 Eh. The spin multiplicity is 1. The HOMO energy is -5.6 eV. Its energy relative to the best compared isomer or geometry (same formula, charge and spin) is 79.29 kJ/mol. Its charge is -1.

Here are the Mulliken charges for atoms 1 to 2, given in e: -0.27, -1.81

---

Record 3
Here is C27H49BBr18ClNO5 as an isolated structure from the OMol25 dataset. Energies are from the ωB97M-V functional and the def2-TZVPD basis.

Positions of all 102 atoms, in Å:
C (3.754, 1.683, -3.151)
O (2.649, 1.248, -4.022)
C (1.603, 0.524, -3.249)
C (0.427, 1.580, -2.701)
C (-0.522, 2.110, -3.927)
C (-1.924, 1.280, -4.137)
B (-3.057, 1.508, -2.969)
C (-4.443, 2.069, -3.735)
C (-5.742, 1.242, -3.081)
O (-6.379, 1.627, -1.972)
Cl (-6.254, -0.297, -4.017)
O (-3.500, 0.265, -2.281)
C (-2.380, -0.473, -1.689)
N (-1.424, -1.075, -1.024)
C (-2.671, 2.738, -1.895)
O (-2.485, 2.535, -0.572)
O (-2.560, 4.173, -2.320)
H (3.331, 2.333, -2.267)
H (4.332, 0.761, -2.663)
H (4.554, 2.352, -3.708)
H (1.083, -0.250, -3.968)
H (2.076, 0.009, -2.281)
H (-0.142, 1.184, -1.759)
H (1.045, 2.530, -2.327)
H (-0.669, 3.294, -3.883)
H (0.107, 1.934, -4.926)
H (-2.329, 1.611, -5.211)
H (-1.606, 0.139, -4.290)
H (-4.659, 3.198, -3.518)
H (-4.468, 1.818, -4.877)
Br (-2.898, 1.265, -7.503)
C (-1.903, 1.598, -9.147)
C (-0.413, 1.558, -8.902)
Br (0.204, 3.194, -8.037)
H (-2.253, 2.556, -9.543)
H (-2.204, 0.797, -9.828)
H (0.133, 1.514, -9.849)
H (-0.099, 0.724, -8.268)
Br (2.396, 1.755, 0.610)
C (4.032, 1.138, 1.474)
C (5.100, 2.206, 1.449)
Br (5.923, 2.342, -0.314)
H (4.331, 0.214, 0.971)
H (3.741, 0.908, 2.503)
H (5.920, 1.948, 2.126)
H (4.725, 3.202, 1.703)
Br (0.193, 2.414, 4.730)
C (-0.480, 0.605, 4.449)
C (-0.037, 0.058, 3.112)
Br (-1.086, 0.819, 1.655)
H (-1.567, 0.647, 4.562)
H (-0.057, 0.014, 5.267)
H (-0.215, -1.019, 3.058)
H (1.015, 0.260, 2.888)
Br (2.996, -0.518, 4.976)
C (4.632, -1.135, 5.841)
C (5.700, -0.066, 5.816)
Br (6.523, 0.069, 4.053)
H (4.931, -2.059, 5.338)
H (4.341, -1.364, 6.869)
H (6.520, -0.324, 6.493)
H (5.325, 0.929, 6.070)
Br (-6.993, -1.989, 1.549)
C (-5.160, -1.416, 1.208)
C (-4.242, -2.602, 1.024)
Br (-3.808, -3.431, 2.735)
H (-4.869, -0.767, 2.038)
H (-5.214, -0.824, 0.290)
H (-3.281, -2.285, 0.610)
H (-4.666, -3.385, 0.389)
Br (-4.074, 3.605, 0.174)
C (-3.126, 5.133, 0.929)
C (-3.774, 5.601, 2.211)
Br (-5.400, 6.616, 1.851)
H (-3.093, 5.904, 0.153)
H (-2.111, 4.772, 1.119)
H (-3.118, 6.294, 2.744)
H (-4.051, 4.782, 2.881)
Br (-6.151, -5.693, 6.836)
C (-5.597, -3.858, 7.194)
C (-4.730, -3.320, 6.079)
Br (-2.917, -4.031, 6.189)
H (-5.100, -3.858, 8.169)
H (-6.528, -3.289, 7.267)
H (-4.616, -2.236, 6.168)
H (-5.107, -3.561, 5.082)
Br (3.719, -1.624, -2.041)
C (4.009, -3.342, -2.918)
C (4.038, -3.191, -4.421)
Br (2.239, -2.973, -5.143)
H (3.224, -4.017, -2.564)
H (4.976, -3.691, -2.547)
H (4.425, -4.099, -4.892)
H (4.624, -2.332, -4.760)
Br (7.271, -5.128, 2.785)
C (6.105, -5.163, 4.348)
C (4.651, -5.232, 3.944)
Br (4.004, -3.496, 3.333)
H (6.348, -4.281, 4.947)
H (6.395, -6.062, 4.898)
H (4.023, -5.482, 4.803)
H (4.457, -5.946, 3.138)

Atoms 1-6, force components in eV/Å:
C 0.0822 0.2500 1.0246
O 0.7932 -0.4879 1.7456
C -1.5087 0.6675 1.3114
C 1.2673 1.0287 -0.3612
C 0.6862 -0.0573 -1.1299
C 1.8717 0.0839 -1.4402

The LUMO energy comes out at 2.36 eV. The value obtained for the HOMO-LUMO gap is 0.0910 Eh. The spin multiplicity is 1. The HOMO energy is -0.1 eV. Its charge is -2.

Here are the Mulliken charges for atoms 1 to 2, given in e: -0.17, -0.34

---

Record 4
Here is C27H49ClF3NO13Ti as an isolated structure from the OMol25 dataset. Energies are from the ωB97M-V functional and the def2-TZVPD basis.

Positions of all 95 atoms, in Å:
Ti (-0.283, 0.900, -0.560)
C (1.626, -1.158, 4.790)
O (0.700, -0.993, 3.720)
O (2.731, -1.703, 4.099)
C (1.732, 0.116, 5.691)
F (2.120, 1.142, 5.002)
F (0.536, 0.424, 6.166)
F (2.452, 0.053, 6.818)
C (-0.712, -1.284, 3.829)
C (-1.497, -0.687, 2.676)
H (-1.347, -1.166, 1.708)
H (-2.542, -0.425, 2.846)
H (-1.195, 0.360, 2.692)
H (-1.197, -0.753, 4.648)
H (-0.955, -2.345, 3.876)
H (1.309, -2.083, 5.272)
Cl (1.955, -0.316, 0.403)
O (1.530, -3.486, 1.735)
C (0.779, -4.302, 2.273)
O (-0.346, -4.806, 1.731)
C (-0.907, -4.280, 0.501)
C (-2.198, -4.973, 0.127)
C (0.927, -4.805, 3.647)
H (-0.123, -4.588, -0.192)
H (-1.005, -3.197, 0.567)
H (-2.520, -4.657, -0.865)
H (-3.029, -4.545, 0.689)
H (-2.315, -6.051, 0.231)
H (0.044, -5.277, 4.077)
H (1.230, -3.978, 4.289)
H (1.689, -5.577, 3.754)
O (0.583, 0.132, -2.917)
C (1.299, -0.416, -3.752)
O (1.139, -1.615, -4.307)
C (0.045, -2.398, -4.076)
C (0.151, -3.167, -2.823)
C (2.666, 0.182, -4.076)
H (-0.044, -3.140, -4.869)
H (-0.869, -1.833, -4.260)
H (0.954, -3.888, -2.672)
H (-0.803, -3.581, -2.496)
H (0.291, -2.554, -1.933)
H (2.917, 1.170, -3.691)
H (2.984, 0.095, -5.115)
H (3.403, -0.347, -3.472)
O (5.255, -1.224, 0.245)
C (5.886, -0.592, -0.655)
O (5.711, 0.810, -1.081)
C (4.722, 1.692, -0.555)
C (5.358, 3.068, -0.409)
C (7.039, -1.174, -1.435)
H (4.316, 1.567, 0.448)
H (3.990, 1.731, -1.362)
H (5.814, 3.437, -1.328)
H (6.127, 3.136, 0.360)
H (4.698, 3.860, -0.055)
H (7.795, -0.389, -1.410)
H (6.550, -1.217, -2.408)
H (7.510, -2.105, -1.119)
O (-1.273, 2.188, -2.200)
C (-1.009, 2.579, -3.352)
O (-1.795, 2.475, -4.392)
C (-3.131, 2.014, -4.285)
C (-4.104, 3.135, -3.891)
C (0.130, 3.442, -3.651)
H (-3.179, 1.137, -3.640)
H (-3.416, 1.652, -5.273)
H (-3.830, 3.503, -2.903)
H (-5.111, 2.717, -3.876)
H (-4.068, 3.949, -4.615)
H (0.871, 3.580, -2.864)
H (-0.326, 4.419, -3.810)
H (0.585, 3.040, -4.556)
C (-1.719, 5.978, 2.505)
C (-1.078, 5.143, 3.602)
C (-1.361, 3.649, 3.425)
C (-0.530, 2.981, 2.282)
N (0.052, 2.468, 1.424)
H (-1.216, 6.935, 2.365)
H (-2.798, 6.135, 2.498)
H (-1.577, 5.438, 1.568)
H (-1.602, 5.422, 4.516)
H (-0.075, 5.498, 3.837)
H (-2.430, 3.484, 3.293)
H (-1.028, 3.101, 4.306)
C (-5.742, -0.692, -0.639)
C (-5.389, -2.203, -0.645)
O (-3.979, -2.219, -0.871)
C (-3.509, -0.930, -1.045)
O (-2.353, -0.679, -1.257)
O (-4.531, -0.063, -0.976)
H (-5.987, -0.355, 0.368)
H (-6.551, -0.360, -1.290)
H (-5.958, -2.826, -1.335)
H (-5.660, -2.539, 0.356)

Atoms 1-6, force components in eV/Å:
Ti 1.2580 -0.0024 0.0806
C 3.1439 -4.4130 -2.6564
O -3.0739 1.3848 -0.8578
O -0.7553 2.4607 2.6090
C -0.2416 -2.1285 -0.8650
F 1.0912 1.8017 -1.0417

The LUMO energy (alpha / beta) comes out at 1.70 / 1.64 eV. The value obtained for the HOMO-LUMO gap (alpha / beta) is 0.1279 / 0.1399 Eh. Its expectation value of S² is 3.754. The spin multiplicity is 4. The HOMO energy (alpha / beta) is -1.8 / -2.2 eV. Its charge is -1.

Here are the Mulliken charges for atoms 1 to 2, given in e: 0.82, -0.41

---

Record 5
Here is C27H49F2MgNO2Si2 as an isolated structure from the OMol25 dataset. Energies are from the ωB97M-V functional and the def2-TZVPD basis.

Positions of all 84 atoms, in Å:
O (-0.588, -1.131, -2.187)
O (0.578, 0.613, -3.386)
C (0.149, -2.359, -2.564)
C (-0.540, -3.577, -2.045)
H (1.130, -2.207, -2.113)
H (0.235, -2.400, -3.658)
H (-0.610, -3.544, -0.958)
H (0.039, -4.456, -2.326)
H (-1.532, -3.673, -2.484)
C (-1.892, -0.948, -2.860)
C (-1.835, -1.164, -4.342)
H (-2.165, 0.078, -2.598)
H (-2.595, -1.622, -2.353)
H (-1.058, -0.569, -4.829)
H (-2.790, -0.834, -4.761)
H (-1.699, -2.216, -4.595)
C (0.062, 1.996, -3.231)
C (1.893, 0.324, -4.003)
C (-0.826, 2.347, -4.384)
H (0.939, 2.645, -3.158)
H (-0.471, 1.982, -2.278)
H (-0.286, 2.284, -5.328)
H (-1.187, 3.367, -4.282)
H (-1.703, 1.696, -4.431)
C (1.839, 0.571, -5.478)
H (2.085, -0.724, -3.767)
H (2.631, 0.939, -3.479)
H (0.996, 0.053, -5.942)
H (2.742, 0.188, -5.946)
H (1.777, 1.633, -5.710)
H (0.083, -0.185, -2.708)
Mg (-0.261, -0.040, 1.526)
C (1.529, -0.010, 0.332)
Si (3.354, 0.388, 0.460)
H (1.324, -1.070, 0.085)
H (0.960, 0.574, -0.423)
C (4.351, -0.795, -0.642)
C (4.117, 0.212, 2.180)
C (3.646, 2.178, -0.073)
C (-2.018, -1.179, 1.210)
Si (-3.489, -0.092, 0.956)
H (-1.893, -1.573, 2.231)
H (-1.897, -2.004, 0.490)
C (-4.713, -0.869, -0.250)
C (-3.046, 1.639, 0.336)
C (-4.307, 0.036, 2.648)
H (3.058, 2.419, -0.967)
H (4.708, 2.351, -0.299)
H (3.349, 2.869, 0.727)
H (4.012, -1.828, -0.482)
H (5.423, -0.753, -0.402)
H (4.219, -0.560, -1.706)
H (3.750, -0.686, 2.690)
H (3.885, 1.077, 2.813)
H (5.210, 0.140, 2.078)
H (-3.441, 1.798, -0.677)
H (-1.968, 1.859, 0.301)
H (-3.506, 2.391, 0.993)
H (-5.234, 0.620, 2.584)
H (-3.627, 0.498, 3.378)
H (-4.547, -0.979, 2.996)
H (-5.717, -0.460, -0.072)
H (-4.753, -1.954, -0.086)
H (-4.448, -0.695, -1.301)
F (-1.073, 4.916, 3.750)
C (-0.675, 3.608, 3.939)
C (-0.627, 2.767, 2.835)
C (-0.266, 1.480, 3.074)
C (0.114, 0.932, 4.290)
C (0.042, 1.851, 5.358)
F (0.354, 1.456, 6.646)
C (-0.349, 3.178, 5.225)
C (0.529, -0.501, 4.379)
C (0.923, -1.151, 5.555)
C (1.300, -2.498, 5.546)
C (1.290, -3.190, 4.325)
C (0.884, -2.481, 3.188)
N (0.501, -1.206, 3.222)
H (-0.887, 3.128, 1.824)
H (-0.399, 3.847, 6.067)
H (0.902, -0.553, 6.448)
H (1.593, -2.999, 6.468)
H (1.563, -4.231, 4.211)
H (0.851, -2.962, 2.199)

Atoms 1-6, force components in eV/Å:
O 0.3077 0.1387 -1.1375
O 0.1172 0.2352 -0.0309
C -0.1532 0.6459 0.0678
C -0.0571 -0.1814 0.2598
H -0.0537 -0.0232 0.0052
H 0.1039 0.1371 0.2193

The LUMO energy comes out at -0.12 eV. The value obtained for the HOMO-LUMO gap is 0.2344 Eh. The spin multiplicity is 1. The HOMO energy is -6.5 eV. Its energy relative to the best compared isomer or geometry (same formula, charge and spin) is 157.49 kJ/mol. Its charge is 0.

Here are the Mulliken charges for atoms 1 to 2, given in e: -0.47, 0.20

---

We obtain max |F| values of 2.249; 1.867; 11.277; 6.163; 3.019 eV/Å for the records listed above, in that order.